The following is a quantum chemistry calculation of a cluster of 5 separate species, C26H48O6S in total in a non-equilibrium geometry, from the Open Molecules 2025 dataset.

CARTESIAN COORDINATES (ANGSTROEM)
C1 -1.547 2.726 -1.206
C2 -2.690 2.741 -2.161
C3 -2.740 3.668 -3.552
O1 -3.605 3.202 -4.496
O2 -1.892 4.851 -3.764
C4 -2.615 6.111 -3.534
S1 -3.816 6.054 -2.070
C5 -3.503 6.392 -4.924
C6 -2.724 6.171 -6.208
C7 -1.660 7.433 -3.343
C8 -0.423 7.247 -2.283
C9 0.839 6.334 -2.892
C10 1.641 6.770 -4.260
C11 2.842 5.765 -4.800
C12 3.162 4.376 -3.954
C13 2.381 3.956 -2.573
C14 1.175 4.951 -2.017
H1 -1.578 3.420 -0.242
H2 -0.598 2.015 -1.288
H3 -3.621 2.054 -1.937
H4 -3.246 5.260 -1.023
H5 -4.619 6.746 -4.885
H6 -3.205 6.154 -7.275
H7 -1.545 6.034 -6.155
H8 -2.375 8.303 -2.949
H9 -1.246 7.836 -4.385
H10 0.049 8.333 -2.132
H11 -0.744 6.895 -1.208
H12 1.320 7.760 -4.804
H13 3.443 5.992 -5.781
H14 4.002 3.667 -4.357
H15 2.587 2.992 -1.930
H16 0.572 4.660 -1.031
C15 -4.561 -2.388 -2.812
C16 -3.739 -1.160 -2.453
C17 -2.337 -1.543 -2.007
O3 -4.390 -0.445 -1.406
H17 -4.673 -3.051 -1.946
H18 -5.572 -2.098 -3.119
H19 -4.095 -2.951 -3.626
H20 -3.680 -0.491 -3.319
H21 -2.370 -2.176 -1.113
H22 -1.761 -0.650 -1.740
H23 -1.804 -2.081 -2.797
H24 -4.447 -1.032 -0.633
C18 -1.357 -5.609 0.133
C19 -1.754 -4.414 0.986
C20 -1.945 -4.811 2.442
O4 -2.967 -3.858 0.485
H25 -2.135 -6.380 0.153
H26 -1.235 -5.310 -0.913
H27 -0.419 -6.050 0.484
H28 -0.984 -3.639 0.915
H29 -2.744 -5.555 2.543
H30 -2.242 -3.944 3.041
H31 -1.024 -5.229 2.861
H32 -3.656 -4.540 0.545
C21 3.464 -3.954 3.397
C22 2.271 -4.358 2.545
C23 2.482 -3.990 1.085
O5 1.101 -3.707 3.032
H33 3.621 -2.871 3.362
H34 3.292 -4.215 4.447
H35 4.378 -4.452 3.057
H36 2.105 -5.438 2.632
H37 2.605 -2.907 0.968
H38 1.611 -4.275 0.486
H39 3.367 -4.488 0.676
H40 1.239 -2.748 2.958
C24 4.609 -2.964 8.129
C25 4.590 -4.366 7.540
C26 5.530 -5.296 8.291
O6 4.978 -4.307 6.170
H41 5.611 -2.525 8.063
H42 3.938 -2.303 7.571
H43 4.300 -2.973 9.179
H44 3.571 -4.766 7.575
H45 6.564 -4.939 8.231
H46 5.515 -6.297 7.848
H47 5.248 -5.374 9.345
H48 5.882 -3.953 6.129

Computed properties:
Net charge: 0
Max |F| in eV/A: 8.67
SMILES: C=CC(=O)O[C@](S)(C=C)CCc1ccccc1.CC(C)O.CC(C)O.CC(C)O.CC(C)O
Spin multiplicity: 1
DFT total energy in eV: -50841.9321

Which charges does Mulliken predict for the atoms? In e, they are:
1 C -0.5004
2 C -0.1292
3 C 0.4337
4 O -0.5793
5 O -0.0328
6 C 0.2269
7 S -0.1544
8 C -0.2002
9 C -0.6786
10 C -0.5567
11 C -0.6949
12 C 0.4466
13 C -0.3148
14 C -0.4508
15 C -0.3305
16 C -0.4740
17 C -0.2374
18 H 0.1934
19 H 0.2109
20 H 0.3314
21 H 0.1208
22 H 0.2852
23 H 0.2634
24 H 0.1767
25 H 0.3612
26 H 0.2836
27 H 0.3209
28 H 0.3041
29 H 0.2651
30 H 0.2909
31 H 0.2864
32 H 0.2699
33 H 0.2340
34 C -1.3678
35 C 0.4864
36 C -0.4669
37 O -0.5593
38 H 0.2128
39 H 0.3634
40 H 0.3777
41 H 0.3563
42 H -0.1853
43 H 0.0854
44 H 0.3996
45 H 0.3327
46 C -1.3948
47 C 0.6596
48 C -1.4211
49 O -0.4809
50 H 0.4076
51 H 0.3047
52 H 0.3694
53 H 0.1976
54 H 0.4358
55 H 0.3181
56 H 0.2831
57 H 0.3172
58 C -1.3472
59 C 0.5853
60 C -1.2661
61 O -0.5037
62 H 0.3236
63 H 0.2891
64 H 0.3621
65 H 0.2472
66 H 0.3193
67 H 0.2318
68 H 0.4088
69 H 0.3258
70 C -1.2670
71 C 0.4702
72 C -1.3408
73 O -0.4760
74 H 0.3232
75 H 0.3134
76 H 0.3767
77 H 0.2621
78 H 0.3443
79 H 0.3336
80 H 0.3696
81 H 0.3122


The following is a quantum chemistry calculation of a structure of composition C4H6CuLiO2 in a non-equilibrium geometry, from the Open Molecules 2025 dataset.

CARTESIAN COORDINATES (ANGSTROEM)
O1 -2.202 0.875 -0.203
Li1 -0.530 1.416 -0.068
C1 -2.539 -0.454 -0.104
C2 -1.516 -1.322 0.648
H1 -3.518 -0.600 0.415
H2 -1.270 -0.809 1.597
H3 -2.005 -2.267 0.936
H4 -2.676 -0.925 -1.109
C3 -0.239 -1.666 -0.204
C4 0.952 -1.398 0.667
O2 1.139 -1.949 1.776
Cu1 2.537 1.467 0.815
H5 -0.221 -1.036 -1.112
H6 -0.199 -2.709 -0.562

Computed properties:
Net charge: -1
Max |F| in eV/A: 4.51
Spin multiplicity: 2
DFT total energy in eV: -53182.9131

Which charges does Mulliken predict for the atoms? In e, they are:
1 O -0.9386
2 Li 0.2719
3 C -0.3667
4 C -0.6426
5 H 0.2787
6 H 0.3162
7 H 0.2804
8 H 0.2328
9 C -0.2534
10 C -0.1015
11 O -0.3967
12 Cu -0.2572
13 H 0.2303
14 H 0.3463


The following is a quantum chemistry calculation of a cluster of 3 separate species, C33H58Cl2FN5O4P in total in a non-equilibrium geometry, from the Open Molecules 2025 dataset.

CARTESIAN COORDINATES (ANGSTROEM)
C1 3.517 -3.311 -4.071
C2 2.889 -1.951 -4.545
C3 1.796 -2.198 -5.683
C4 0.360 -1.715 -5.227
C5 -0.743 -2.831 -5.423
C6 -2.095 -2.421 -4.727
C7 -2.602 -3.443 -3.654
C8 -1.880 -3.335 -2.264
C9 -1.634 -1.827 -1.800
C10 -1.660 -1.768 -0.234
C11 -0.348 -1.256 0.516
C12 -1.028 -0.461 1.732
N1 -1.314 0.926 1.255
C13 -1.257 1.875 2.404
O1 0.211 -0.293 -0.367
C14 1.446 -0.620 -0.959
C15 2.530 -1.401 -0.114
O2 3.650 -0.520 -0.126
N2 2.079 -1.868 1.275
C16 2.978 -2.941 1.853
Cl1 4.725 -2.919 1.295
C17 2.992 -3.179 3.413
C18 4.334 -2.945 4.185
Cl2 2.754 -5.016 3.719
P1 2.253 -0.443 2.328
N3 3.784 -0.202 2.726
O3 1.768 1.021 1.674
O4 1.534 -0.513 3.831
C19 0.676 -2.408 0.980
C20 -0.026 -2.986 2.299
C21 0.510 -3.541 -0.072
C22 1.333 -4.830 -0.313
C23 1.233 -5.973 0.787
F1 2.649 -4.664 -0.776
H1 2.757 -4.097 -3.863
H2 4.227 -3.701 -4.838
H3 4.104 -3.147 -3.129
H4 2.428 -1.371 -3.704
H5 3.725 -1.319 -4.927
H6 2.167 -1.617 -6.564
H7 1.826 -3.270 -5.975
H8 0.380 -1.339 -4.174
H9 0.134 -0.819 -5.858
H10 -0.919 -2.859 -6.529
H11 -0.372 -3.846 -5.153
H12 -1.997 -1.372 -4.372
H13 -2.873 -2.396 -5.532
H14 -3.706 -3.338 -3.557
H15 -2.433 -4.465 -4.084
H16 -2.522 -3.888 -1.529
H17 -0.934 -3.920 -2.341
H18 -0.703 -1.510 -2.305
H19 -2.468 -1.263 -2.285
H20 -2.497 -1.040 -0.058
H21 -2.094 -2.698 0.216
H22 -0.465 -0.379 2.676
H23 -2.030 -0.882 2.011
H24 -2.297 0.963 0.982
H25 -1.668 1.444 3.350
H26 -1.828 2.801 2.102
H27 -0.216 2.209 2.610
H28 1.282 -1.251 -1.883
H29 1.833 0.340 -1.383
H30 2.865 -2.306 -0.684
H31 3.928 -0.420 -1.045
H32 2.718 -3.948 1.468
H33 2.097 -2.838 3.971
H34 4.086 -2.967 5.275
H35 4.915 -2.044 3.936
H36 5.001 -3.827 4.027
H37 4.103 0.699 2.380
H38 2.487 1.412 1.159
H39 1.877 0.277 4.281
H40 0.093 -2.353 3.198
H41 0.506 -3.948 2.512
H42 -1.099 -3.142 2.073
H43 0.502 -3.083 -1.095
H44 -0.476 -4.027 0.136
H45 0.829 -5.319 -1.188
H46 2.218 -6.052 1.292
H47 1.079 -6.955 0.273
H48 0.368 -5.840 1.464
N4 -3.992 4.207 1.703
C24 -3.304 5.114 0.999
C25 -3.789 6.371 0.675
C26 -5.063 6.712 1.100
C27 -5.797 5.790 1.829
C28 -5.219 4.561 2.103
H49 -2.313 4.802 0.685
H50 -3.185 7.065 0.105
H51 -5.478 7.684 0.867
H52 -6.795 6.019 2.177
H53 -5.754 3.809 2.672
N5 -2.707 9.815 3.438
C29 -2.053 8.897 2.718
C30 -1.093 9.202 1.767
C31 -0.793 10.537 1.543
C32 -1.458 11.507 2.275
C33 -2.399 11.096 3.205
H54 -2.325 7.868 2.927
H55 -0.594 8.416 1.215
H56 -0.049 10.817 0.807
H57 -1.251 12.559 2.128
H58 -2.943 11.818 3.805

Computed properties:
Net charge: +1
Max |F| in eV/A: 9.14
Spin multiplicity: 1
DFT total energy in eV: -87841.9224

These are the Mulliken partial charges, in e, on atoms 1 to 99:
1 C -1.2534
2 C 0.2724
3 C -0.9243
4 C -0.1025
5 C -0.8111
6 C -0.7855
7 C -1.2570
8 C 0.1517
9 C 0.2619
10 C -1.3857
11 C 2.1482
12 C -2.0779
13 N -0.2181
14 C -0.5618
15 O -0.2964
16 C 0.2205
17 C -1.0441
18 O -0.3846
19 N 0.6478
20 C 1.4500
21 Cl -0.1261
22 C -0.0436
23 C -1.3566
24 Cl -0.1239
25 P 0.6379
26 N -0.7627
27 O -0.5756
28 O -0.6171
29 C 0.9965
30 C -1.9656
31 C 0.0518
32 C -0.6947
33 C -1.2047
34 F -0.4156
35 H 0.2619
36 H 0.3956
37 H 0.2955
38 H -0.2218
39 H 0.3978
40 H 0.2989
41 H 0.4569
42 H -0.1231
43 H 0.3280
44 H 0.3123
45 H 0.5130
46 H 0.4041
47 H 0.5220
48 H 0.3558
49 H 0.4290
50 H 0.3426
51 H -0.1428
52 H -0.8308
53 H 0.8734
54 H 0.4684
55 H 0.3521
56 H 0.5161
57 H 0.4387
58 H 0.3325
59 H 0.3296
60 H 0.0205
61 H 0.1908
62 H -0.7123
63 H 0.5034
64 H 0.5765
65 H 0.5608
66 H -0.4873
67 H 0.2372
68 H 0.3926
69 H 0.3022
70 H 0.4313
71 H 0.2577
72 H 0.4574
73 H 0.3710
74 H 0.3918
75 H 0.4242
76 H 0.4856
77 H -0.6810
78 H 0.5821
79 H 0.5585
80 H 0.2856
81 H 0.4268
82 H 0.2895
83 N -0.3441
84 C 0.1432
85 C -0.8147
86 C -0.1174
87 C -0.5052
88 C -0.3124
89 H 0.3710
90 H 0.4235
91 H 0.4021
92 H 0.3722
93 H 0.3568
94 N -0.5554
95 C -0.2470
96 C -0.3094
97 C -0.2839
98 C -0.3330
99 C -0.2111


Which value of DFT total energy does entry 3 give?
-87841.9224 eV